[1]
Here is a 4-piece molecular cluster, C2H9NO overall at a distorted geometry from the OMol25 dataset. Energies are from the ωB97M-V functional and the def2-TZVPD basis.

Cartesian coordinates (Å):
N  -0.3195  -2.3343  0.5783
H  -1.0633  -1.9071  -0.0255
H  -3.8649  3.9013  3.8397
H  -0.4325  -3.1829  1.1593
H  0.5656  -2.4192  0.1312
C  1.9974  0.0162  -1.2349
O  0.9648  -0.8550  -1.4278
C  0.6238  0.5067  -1.2074
H  2.6192  0.5002  -0.4593
H  2.5442  0.1648  -2.1780
H  0.1786  0.4873  -0.1542
H  0.0098  0.8941  -2.0123
H  -3.8233  4.2278  2.9909

Results
Orbital gap in eV: 10.37
HOMO energy in eV: -9.2
E_tot in hartree: -211.43766
ΔE to the lowest compared entry with this formula, charge and spin in kcal/mol: 92.5
Max |F| in eV/A: 4.97

[2]
Here is a 2-piece molecular cluster, C5H4O2 overall at a distorted geometry from the OMol25 dataset. Energies are from the ωB97M-V functional and the def2-TZVPD basis.

Cartesian coordinates (Å):
O  -2.1628  1.5206  -0.2650
C  -1.2143  0.7325  -0.2792
C  -0.1304  0.5256  -1.1755
C  1.0801  -0.7351  1.1199
C  1.5787  -0.3824  0.0095
C  -1.0899  -0.1752  0.9442
O  -1.7889  -0.6678  1.7297
H  -0.2036  -0.3810  -1.7835
H  0.2879  1.4207  -1.6469
H  1.2446  -1.3068  2.0228
H  2.3985  -0.5511  -0.6761

Results
Orbital gap (spin up / spin down) in eV: 7.04 / 7.03
HOMO energy (spin up / spin down) in eV: -8.2 / -8.2
E_tot in hartree: -343.17888
ΔE to the lowest compared entry with this formula, charge and spin in kcal/mol: 134.0
Max |F| in eV/A: 4.74

[3]
Here is the molecule C23H31N3O5S at a distorted geometry from the OMol25 dataset. Energies are from the ωB97M-V functional and the def2-TZVPD basis.

Cartesian coordinates (Å):
O  -0.2351  -4.5272  -1.2240
C  -0.8398  -3.4887  -1.3196
C  -2.3512  -3.4220  -1.0644
O  -2.8323  -2.1488  -0.6536
C  -2.3592  -1.6800  0.5184
O  -1.4981  -2.2414  1.1420
C  -3.0323  -0.3970  0.9351
C  -3.2176  0.5943  -0.2182
C  -1.8871  0.9165  -0.9324
C  -1.7769  2.4409  -0.8325
C  -2.8585  3.0623  -1.7232
C  -4.1625  2.7668  -0.9525
C  -3.6721  1.9819  0.2700
C  -2.3462  2.6857  0.5638
N  -0.3124  -2.2921  -1.6958
C  1.0333  -1.9290  -1.7550
C  2.0795  -2.8450  -1.6560
C  3.3914  -2.4016  -1.6486
C  3.6876  -1.0479  -1.7056
C  2.6423  -0.1523  -1.8097
S  2.9343  1.6075  -1.6488
O  3.9679  2.0544  -2.5292
O  1.6727  2.2872  -1.6724
N  3.5924  1.7056  -0.1004
C  3.0948  0.9019  0.9267
N  3.9513  0.2604  1.5950
C  3.6507  -0.6234  2.6875
C  2.3288  -1.3892  2.5821
C  1.1129  -0.5749  3.0269
C  1.1656  0.8760  2.5472
C  1.5959  0.9826  1.0839
C  1.3319  -0.5712  -1.8605
H  -2.5828  -4.1787  -0.3079
H  -2.8867  -3.6558  -1.9877
H  -4.0092  -0.6634  1.3480
H  -2.4352  0.0399  1.7367
H  -3.9466  0.1731  -0.9143
H  -1.8844  0.5821  -1.9707
H  -1.0542  0.4553  -0.4003
H  -0.7719  2.8091  -1.0315
H  -2.8590  2.6257  -2.7211
H  -2.6971  4.1345  -1.8289
H  -4.8764  2.1946  -1.5442
H  -4.6521  3.6891  -0.6396
H  -4.3931  1.9426  1.0852
H  -1.7645  2.2132  1.3526
H  -2.4731  3.7411  0.7948
H  -0.9597  -1.5157  -1.7663
H  1.8552  -3.8951  -1.5665
H  4.1907  -3.1220  -1.5721
H  4.7024  -0.6875  -1.6681
H  4.6029  1.6958  -0.1397
H  4.4833  -1.3352  2.7064
H  3.6905  -0.0578  3.6247
H  2.2074  -1.7144  1.5459
H  2.3929  -2.2893  3.1958
H  0.2154  -1.0619  2.6389
H  1.0488  -0.5806  4.1174
H  0.1785  1.3281  2.6678
H  1.8594  1.4525  3.1620
H  1.1282  0.1779  0.5118
H  1.2735  1.9303  0.6522
H  0.5647  0.1801  -1.9577

Results
Orbital gap in eV: 9.59
HOMO energy in eV: -9.1
Structure (SMILES): O=C(COC(=O)C[C@@H]1C[C@H]2CC[C@@H]1C2)Nc1cccc(S(=O)(=O)NC2=NCCCCC2)c1
E_tot in hartree: -1833.72387
ΔE to the lowest compared entry with this formula, charge and spin in kcal/mol: 42.4
Max |F| in eV/A: 1.35

[4]
Here is a 2-piece molecular cluster, C22H24F3N2O8S3 overall at a distorted geometry from the OMol25 dataset. Energies are from the ωB97M-V functional and the def2-TZVPD basis.

Cartesian coordinates (Å):
C  2.1549  -1.5438  0.9412
C  1.6805  -1.8363  2.4242
C  0.2842  -2.6100  2.4531
O  -0.6005  -2.2499  1.3828
C  -1.2127  -0.9593  1.5944
C  -0.9247  -0.0293  0.3551
C  -0.1651  1.2254  0.5453
C  0.3442  1.7183  1.9449
C  -0.8523  2.5613  2.5422
O  -0.9735  3.7483  2.4206
O  -1.8292  1.7883  3.2049
C  -3.0778  2.4497  3.2772
C  -4.1905  1.9815  2.2579
O  -3.2975  3.3088  4.0761
C  0.1362  2.1243  -0.5925
C  0.9054  3.4806  -0.4245
C  2.4707  3.2836  -0.3297
F  2.8300  2.1117  -1.0389
C  -0.2935  1.7621  -1.9413
C  -1.0465  0.5304  -2.1104
C  -1.3995  -0.3808  -1.0019
N  -2.1840  -1.5827  -1.2050
C  -3.3756  -1.3311  -1.9818
C  -4.7200  -1.7867  -1.5575
C  -5.9121  -1.4981  -2.3705
C  -5.8452  -0.7847  -3.6530
C  -4.5132  -0.3289  -4.0794
C  -3.3419  -0.5942  -3.2688
S  -1.6759  -0.0004  -3.7487
H  3.2715  -1.7570  0.8124
H  1.6295  -2.1710  0.1814
H  2.0331  -0.4401  0.7478
H  1.6020  -0.9209  3.0702
H  2.4860  -2.4761  2.8898
H  0.5471  -3.7007  2.3316
H  -0.2597  -2.4763  3.4334
H  -0.7894  -0.5483  2.5427
H  -2.3309  -1.1259  1.6825
H  0.5393  0.8926  2.6715
H  1.2472  2.3713  1.8767
H  -3.9163  0.9308  1.9688
H  -5.1454  1.9779  2.8508
H  -4.2855  2.6716  1.3851
H  0.7185  4.0992  -1.3517
H  0.4488  4.0296  0.4381
H  2.9755  4.1812  -0.7863
H  2.7603  3.2171  0.7504
H  -0.0364  2.4442  -2.7898
H  -2.4139  -2.0274  -0.3137
H  -4.7772  -2.3259  -0.5788
H  -6.9318  -1.8120  -2.0385
H  -6.7455  -0.5519  -4.2735
H  -4.4472  0.2434  -5.0382
N  6.5508  -1.8237  -2.1845
S  7.9355  -1.4035  -1.5507
O  8.9496  -2.4171  -1.4807
O  7.9017  -0.4554  -0.4740
F  8.4881  -0.4962  -2.7453
S  5.7498  -2.8081  -1.2597
O  4.6555  -3.4548  -1.9273
O  5.4656  -2.3923  0.0915
F  6.7490  -4.0325  -1.0482

Results
Orbital gap in eV: 8.17
HOMO energy in eV: -6.3
E_tot in hartree: -3058.31409
Charge: -1
ΔE to the lowest compared entry with this formula, charge and spin in kcal/mol: 69.8
Max |F| in eV/A: 3.41

[5]
Here is C23H28F9FeGeN6O4S6 as an isolated structure at a distorted geometry from the OMol25 dataset. Energies are from the ωB97M-V functional and the def2-TZVPD basis.

Cartesian coordinates (Å):
Fe  0.0052  0.0869  0.9298
F  -2.1240  6.0831  1.6478
C  -2.1153  4.7415  1.5561
F  -3.0750  4.3948  0.6813
F  -2.4633  4.2575  2.7610
C  -0.7627  4.2414  1.1188
C  0.2734  5.1294  0.9179
C  1.5054  4.6565  0.4796
C  1.6314  3.3044  0.2503
N  0.6414  2.4308  0.4404
C  -0.5542  2.8690  0.8809
S  -1.7376  1.6322  1.1050
H  0.1207  6.1848  1.0972
H  2.3342  5.3265  0.3042
H  2.5601  2.8982  -0.1356
N  -1.2062  0.6834  4.2338
C  0.1151  0.6775  4.0483
N  0.7519  0.8010  2.8973
C  2.1189  0.8444  3.0962
C  2.5307  0.7401  4.3824
S  1.1833  0.5860  5.4266
C  3.0674  1.0761  2.0150
C  4.1793  1.8195  2.1626
S  5.2154  1.7252  0.7837
C  4.0995  0.6760  0.0154
N  2.9931  0.4766  0.7487
N  4.3126  0.1357  -1.1827
H  -1.8174  0.3236  3.5133
H  -1.5464  0.5824  5.1757
H  3.5398  0.7352  4.7590
H  4.4541  2.4149  3.0157
H  5.2005  0.2723  -1.6356
H  3.7423  -0.6430  -1.4771
F  -4.7238  -1.7240  0.2399
C  -3.8513  -2.7107  0.3425
F  -3.5296  -3.1542  -0.8683
F  -4.3557  -3.6891  1.0702
S  -2.3166  -2.0591  1.1526
O  -1.6199  -1.3101  0.1111
O  -2.7230  -1.2674  2.2802
N  -1.5888  -3.4116  1.5011
S  -0.2888  -3.1954  2.3584
O  0.0922  -1.7762  2.3451
O  0.7524  -4.1253  2.0927
C  -0.8235  -3.5053  4.1365
F  -2.1093  -3.8215  4.1754
F  -0.6313  -2.3919  4.8488
F  -0.1091  -4.4792  4.6679
S  2.2180  -1.9946  0.3667
C  1.9147  -0.3864  0.2711
C  -0.0566  -4.4926  -2.1280
C  0.0483  -3.0050  -2.4466
C  1.4470  -2.5926  -2.8768
C  1.6411  -1.0796  -3.0020
Ge  0.9832  0.2216  -1.6032
C  -0.8769  0.8281  -2.0566
C  -1.2222  0.5895  -3.5256
C  -2.6979  0.9052  -3.7752
C  -3.1179  0.6126  -5.2131
H  -1.0573  -4.7466  -1.7793
H  0.6416  -4.7718  -1.3357
H  0.1644  -5.0956  -3.0100
H  -0.2313  -2.4394  -1.5590
H  -0.6672  -2.7453  -3.2326
H  1.6693  -3.0479  -3.8457
H  2.1704  -3.0021  -2.1661
H  1.1107  -0.7198  -3.8876
H  2.6961  -0.8540  -3.1827
H  1.9117  1.4277  -1.8889
H  -0.9131  1.8913  -1.8206
H  -1.5952  0.3165  -1.4291
H  -1.0431  -0.4533  -3.8002
H  -0.6024  1.2188  -4.1714
H  -2.8914  1.9559  -3.5448
H  -3.3050  0.3027  -3.0941
H  -2.5119  1.1731  -5.9266
H  -4.1608  0.8904  -5.3639
H  -3.0142  -0.4499  -5.4393

Results
Orbital gap (spin up / spin down) in eV: 5.98 / 5.91
HOMO energy (spin up / spin down) in eV: -10.8 / -10.9
E_tot in hartree: -8151.06327
Charge: +1
ΔE to the lowest compared entry with this formula, charge and spin in kcal/mol: 32.1
Multiplicity: 5
Max |F| in eV/A: 1.64
⟨S²⟩: 6.0838

Question: Among the records above, which one has the lowest max |F|?
Answer: C23H31N3O5S